1.
ORCA calculation (ωB97M-V with the def2-TZVPD basis set) on one molecule with the formula C4HNO in a non-equilibrium geometry.

The total charge is 0. The value obtained for the HOMO energy is -11.40 eV. For the molar mass, the calculation gives 79.1 g/mol. Its SMILES is C#CC(=O)C#N. The calculation puts the HOMO-LUMO gap at 10.134 eV. The energy relative to the best compared isomer or geometry (same formula, charge and spin) is 40.4 kJ/mol.

The geometry in XYZ format:
```
7
Properties=species:S:1:pos:R:3:forces:R:3:nbo_charge:R:1
C -0.8027 -0.1212 -0.2488 -0.411 0.033 -0.199 -0.144
C 0.5572 0.2880 0.0951 0.199 0.753 -0.267 0.419
O 0.9501 1.3803 -0.2398 -0.326 -0.174 -0.038 -0.405
H -2.9286 -0.1255 -1.0876 0.388 -0.105 0.198 0.249
C 1.5804 -0.4892 0.8311 0.789 -0.420 0.470 0.172
N 2.5712 -0.8058 1.3429 -1.342 0.038 -0.513 -0.220
C -1.9276 -0.1266 -0.6929 0.704 -0.126 0.350 -0.071
```
Forces are in eV/Å.


2.
ORCA calculation (ωB97M-V with the def2-TZVPD basis set) on a 2-piece molecular cluster, C2H5FO2 overall in a non-equilibrium geometry.

The total charge is 0. The value obtained for the HOMO energy (spin up / spin down) is -8.90 / -8.90 eV. For the molar mass, the calculation gives 80.1 g/mol. The calculation puts the HOMO-LUMO gap (spin up / spin down) at 9.178 / 9.177 eV. The energy relative to the best compared isomer or geometry (same formula, charge and spin) is 399.1 kJ/mol.

The geometry in XYZ format:
```
10
Properties=species:S:1:pos:R:3:forces:R:3:nbo_charge:R:1
H 0.8291 1.7078 0.3920 0.300 -0.628 -0.073 0.191
F -2.8913 0.2890 -0.1296 -1.099 0.249 -0.582 -0.273
C 0.5950 0.7757 -0.1464 -1.395 3.703 -1.050 -0.235
H 1.1359 0.7333 -1.0788 -0.343 0.192 -0.453 0.212
O -0.8609 0.9249 -0.4236 0.143 -0.541 0.602 -0.476
H -1.2336 -1.6794 -1.0523 -0.538 0.074 -1.789 0.415
C -1.6996 0.2624 0.3188 2.156 -2.950 1.146 0.771
H -1.7046 0.0336 1.4640 0.752 0.609 -2.242 0.198
O -0.9418 -1.8683 -0.1863 -0.331 2.282 2.428 -1.030
H 0.7700 -0.0855 0.3386 0.354 -2.991 2.015 0.226
```
Forces are in eV/Å.


3.
ORCA calculation (ωB97M-V with the def2-TZVPD basis set) on a 2-piece molecular cluster, CH9N2O2PSSi overall.

The total charge is 0. The value obtained for the HOMO energy is -9.07 eV. For the molar mass, the calculation gives 172.2 g/mol. Its SMILES is O=[PH2][SiH2]S.NC(N)=O. The calculation puts the HOMO-LUMO gap at 9.481 eV.

The geometry in XYZ format:
```
17
Properties=species:S:1:pos:R:3:forces:R:3:nbo_charge:R:1
O -1.8313 -2.0296 4.3467 0.017 -0.044 0.076 -1.083
S 0.6742 -3.2079 1.1640 0.034 -0.067 -0.054 -0.395
P -1.7464 -1.3213 3.0439 0.200 0.024 -0.132 1.111
Si 0.2639 -1.2838 1.9630 -0.063 0.209 0.376 0.603
H 0.1493 -2.8124 -0.0001 -0.031 -0.121 -0.205 0.157
H -2.6222 -1.7776 2.0379 -0.114 -0.072 -0.102 -0.089
H -2.1391 0.0358 3.0537 -0.026 0.122 0.055 -0.091
H 1.5573 0.0057 -3.2136 0.059 -0.146 0.008 0.409
N 0.2485 2.6871 -1.9995 0.136 -0.354 -0.092 -0.846
H 1.2704 -0.9737 2.9925 0.016 0.004 0.047 -0.135
H -0.1213 3.0400 -1.1412 -0.055 0.048 0.144 0.409
H 0.2763 3.2821 -2.8022 0.012 0.056 -0.093 0.389
C 0.7039 1.3940 -2.0004 0.031 0.028 -0.040 0.782
N 1.2110 0.9427 -3.1915 -0.176 0.195 0.290 -0.846
O 0.6617 0.6890 -1.0031 0.009 0.165 -0.304 -0.679
H 0.1977 -0.2538 0.9129 -0.054 -0.119 0.107 -0.085
H 1.2589 1.5024 -4.0183 0.005 0.073 -0.082 0.388
```
Forces are in eV/Å.